# 1
{"formula": "C34H100N14O13", "method": "ωB97M-V/def2-TZVPD", "homo_ev": -8.57, "e_above_lowest_kj_mol": 0.0, "fmax_ev_per_a": 2.14, "lumo_ev": 0.2069, "elements": ["C", "C", "C", "O", "C", "N", "H", "H", "H", "H", "H", "H", "H", "H", "H", "H", "H", "C", "C", "C", "O", "C", "N", "H", "H", "H", "H", "H", "H", "H", "H", "H", "H", "H", "C", "C", "C", "O", "C", "N", "H", "H", "H", "H", "H", "H", "H", "H", "H", "H", "H", "C", "C", "C", "O", "C", "N", "H", "H", "H", "H", "H", "H", "H", "H", "H", "H", "H", "C", "C", "C", "O", "C", "N", "H", "H", "H", "H", "H", "H", "H", "H", "H", "H", "H", "C", "C", "C", "O", "C", "N", "H", "H", "H", "H", "H", "H", "H", "H", "H", "H", "H", "C", "C", "O", "H", "H", "H", "H", "H", "H", "C", "C", "O", "H", "H", "H", "H", "H", "H", "C", "C", "O", "H", "H", "H", "H", "H", "H", "C", "O", "N", "N", "H", "H", "H", "H", "C", "O", "N", "N", "H", "H", "H", "H", "C", "O", "N", "N", "H", "H", "H", "H", "C", "O", "N", "N", "H", "H", "H", "H"], "xyz": [[-2.779, 2.403, -4.788], [-1.519, 1.610, -5.089], [-0.674, 2.200, -6.212], [-1.297, 2.154, -7.470], [-1.239, 0.913, -8.136], [-0.691, 1.417, -3.890], [-3.299, 2.511, -5.742], [-2.530, 3.398, -4.406], [-3.450, 1.931, -4.071], [-1.836, 0.590, -5.356], [0.300, 1.689, -6.196], [-0.408, 3.247, -6.045], [-0.219, 0.551, -8.294], [-1.707, 1.055, -9.109], [-1.816, 0.153, -7.599], [0.040, 0.750, -4.120], [-1.214, 1.019, -3.119], [0.603, 3.178, 2.206], [1.049, 4.284, 3.154], [0.550, 5.627, 2.595], [1.598, 6.041, 1.728], [1.454, 7.233, 0.989], [0.441, 4.052, 4.469], [-0.479, 3.193, 2.077], [1.034, 2.210, 2.446], [0.955, 3.406, 1.193], [2.132, 4.274, 3.330], [0.371, 6.337, 3.406], [-0.344, 5.436, 1.996], [0.405, 7.531, 0.993], [1.780, 7.150, -0.053], [2.130, 8.004, 1.368], [0.673, 3.156, 4.875], [0.813, 4.768, 5.087], [-0.994, -2.908, 4.242], [-2.290, -3.497, 4.790], [-3.169, -2.456, 5.487], [-2.403, -1.863, 6.537], [-2.523, -2.546, 7.762], [-3.102, -4.057, 3.697], [-0.320, -3.689, 3.882], [-0.437, -2.332, 4.989], [-1.151, -2.179, 3.441], [-2.101, -4.359, 5.432], [-4.068, -2.898, 5.923], [-3.494, -1.683, 4.788], [-3.578, -2.589, 8.053], [-1.990, -2.023, 8.556], [-2.098, -3.554, 7.719], [-3.327, -3.365, 2.983], [-2.576, -4.716, 3.130], [-1.804, 3.081, 6.755], [-1.887, 1.573, 6.594], [-1.487, 1.037, 5.217], [-2.397, 1.490, 4.239], [-2.262, 0.891, 2.985], [-1.044, 0.998, 7.671], [-2.412, 3.383, 7.614], [-2.293, 3.636, 5.953], [-0.772, 3.398, 6.883], [-2.911, 1.213, 6.747], [-1.379, -0.050, 5.187], [-0.474, 1.411, 5.006], [-1.266, 0.972, 2.532], [-2.911, 1.432, 2.295], [-2.555, -0.166, 2.947], [-1.552, 1.264, 8.513], [-1.111, -0.017, 7.696], [5.191, -0.489, -1.251], [4.538, 0.090, -2.530], [5.017, -0.628, -3.791], [6.324, -0.231, -4.153], [6.489, 0.162, -5.504], [3.080, 0.174, -2.424], [5.025, -1.568, -1.229], [4.873, -0.057, -0.305], [6.271, -0.359, -1.387], [4.928, 1.109, -2.600], [4.192, -0.466, -4.497], [5.061, -1.724, -3.726], [6.533, 1.247, -5.595], [5.703, -0.236, -6.154], [7.388, -0.323, -5.891], [2.824, 1.172, -2.401], [2.711, -0.118, -1.525], [0.937, -6.322, -3.711], [0.045, -5.235, -3.173], [0.770, -4.078, -2.485], [1.365, -4.448, -1.260], [2.450, -3.597, -0.920], [-0.910, -4.767, -4.183], [1.641, -6.684, -2.963], [1.517, -6.039, -4.594], [0.261, -7.133, -3.995], [-0.543, -5.700, -2.371], [0.033, -3.288, -2.280], [1.430, -3.591, -3.218], [3.143, -3.449, -1.752], [3.063, -4.156, -0.206], [2.083, -2.676, -0.469], [-1.444, -3.996, -3.806], [-0.380, -4.497, -5.003], [-5.110, 0.467, 0.306], [-4.609, -0.906, -0.076], [-4.065, -0.917, -1.394], [-5.583, 0.464, 1.293], [-5.839, 0.939, -0.359], [-4.271, 1.167, 0.320], [-5.336, -1.705, 0.048], [-3.723, -1.065, 0.548], [-3.237, -0.406, -1.366], [-1.724, -5.576, 0.321], [-1.601, -4.075, 0.513], [-2.875, -3.421, 0.645], [-0.731, -5.973, 0.554], [-2.029, -5.960, -0.649], [-2.376, -6.004, 1.088], [-1.072, -3.616, -0.334], [-0.959, -3.740, 1.331], [-3.417, -3.844, -0.031], [-3.036, -2.376, -5.417], [-3.007, -2.056, -3.941], [-1.693, -1.893, -3.430], [-4.051, -2.569, -5.763], [-2.473, -3.296, -5.585], [-2.622, -1.570, -6.025], [-3.551, -2.822, -3.371], [-3.562, -1.124, -3.775], [-1.826, -1.533, -2.539], [2.404, -0.802, 2.959], [1.745, -1.121, 1.956], [2.481, -1.640, 4.037], [2.993, 0.401, 3.108], [2.140, -2.574, 3.913], [3.098, -1.344, 4.769], [2.991, 1.021, 2.301], [3.452, 0.664, 3.957], [4.135, 3.174, 0.484], [3.479, 2.231, 0.953], [3.822, 4.476, 0.673], [5.136, 2.919, -0.415], [4.407, 5.226, 0.359], [3.085, 4.626, 1.354], [5.481, 3.715, -0.914], [5.307, 1.946, -0.584], [-0.611, 0.036, -0.463], [-1.543, 0.139, -1.292], [0.412, 0.923, -0.383], [-0.635, -0.891, 0.511], [0.551, 1.625, -1.092], [1.040, 0.854, 0.399], [0.124, -1.064, 1.168], [-1.487, -1.429, 0.576], [1.343, 3.851, -2.433], [2.000, 2.809, -2.558], [0.162, 4.045, -3.051], [1.693, 4.860, -1.571], [-0.495, 4.750, -2.776], [-0.242, 3.260, -3.587], [1.137, 5.673, -1.418], [2.467, 4.647, -0.954]]}

---

# 2
{"formula": "C34H100N6O13", "method": "ωB97M-V/def2-TZVPD", "homo_ev": -9.14, "e_above_lowest_kj_mol": 416.2, "fmax_ev_per_a": 2.20, "lumo_ev": 0.0699, "elements": ["C", "O", "H", "H", "H", "H", "C", "O", "H", "H", "H", "H", "C", "O", "H", "H", "H", "H", "C", "O", "H", "H", "H", "H", "C", "C", "O", "H", "H", "H", "H", "H", "H", "C", "C", "O", "H", "H", "H", "H", "H", "H", "C", "C", "O", "H", "H", "H", "H", "H", "H", "C", "C", "C", "O", "C", "N", "H", "H", "H", "H", "H", "H", "H", "H", "H", "H", "H", "C", "C", "C", "O", "C", "N", "H", "H", "H", "H", "H", "H", "H", "H", "H", "H", "H", "C", "C", "C", "O", "C", "N", "H", "H", "H", "H", "H", "H", "H", "H", "H", "H", "H", "C", "C", "C", "O", "C", "N", "H", "H", "H", "H", "H", "H", "H", "H", "H", "H", "H", "C", "C", "C", "O", "C", "N", "H", "H", "H", "H", "H", "H", "H", "H", "H", "H", "H", "C", "C", "C", "O", "C", "N", "H", "H", "H", "H", "H", "H", "H", "H", "H", "H", "H"], "xyz": [[-1.348, 3.889, 3.305], [-2.589, 4.529, 3.129], [-0.627, 4.450, 3.901], [-1.448, 2.923, 3.798], [-0.863, 3.758, 2.338], [-2.740, 5.001, 3.951], [-5.882, -3.263, -2.283], [-4.674, -3.899, -1.916], [-6.113, -2.390, -1.674], [-5.862, -2.910, -3.314], [-6.766, -3.868, -2.076], [-4.053, -3.189, -1.739], [-0.845, 4.045, -2.561], [-0.732, 2.803, -3.275], [0.163, 4.346, -2.277], [-1.151, 4.871, -3.203], [-1.445, 4.054, -1.651], [-0.500, 2.881, -4.204], [-5.420, 1.351, 0.329], [-6.817, 1.420, -0.033], [-4.928, 0.577, -0.260], [-4.829, 2.225, 0.054], [-5.369, 1.154, 1.400], [-6.916, 1.751, -0.928], [5.066, -3.875, 0.965], [4.362, -4.713, 2.003], [5.293, -5.267, 2.852], [4.293, -3.389, 0.370], [5.594, -4.583, 0.326], [5.787, -3.215, 1.447], [3.611, -5.431, 1.672], [3.728, -4.035, 2.574], [4.871, -5.526, 3.675], [4.683, 6.001, 6.584], [3.431, 5.469, 5.896], [2.399, 6.247, 6.425], [5.472, 5.357, 6.197], [4.698, 5.818, 7.658], [4.778, 7.056, 6.327], [3.284, 4.421, 6.155], [3.517, 5.590, 4.816], [2.511, 7.154, 6.134], [0.072, -1.984, 7.702], [0.715, -2.955, 6.723], [0.613, -4.272, 7.178], [-0.947, -2.273, 7.960], [-0.098, -0.993, 7.281], [0.582, -1.936, 8.664], [1.769, -2.689, 6.638], [0.258, -2.857, 5.738], [-0.217, -4.683, 6.927], [-1.131, -2.141, 1.517], [-0.785, -0.961, 0.601], [0.650, -0.415, 0.741], [0.837, -0.001, 2.072], [2.080, 0.398, 2.539], [-1.028, -1.354, -0.784], [-1.277, -1.740, 2.520], [-0.232, -2.755, 1.549], [-1.954, -2.744, 1.133], [-1.488, -0.195, 0.928], [0.846, 0.392, 0.035], [1.381, -1.209, 0.585], [2.857, -0.332, 2.311], [2.004, 0.628, 3.602], [2.442, 1.265, 1.987], [-0.280, -1.965, -1.080], [-0.951, -0.479, -1.282], [-5.857, -2.886, -10.778], [-5.165, -3.502, -9.595], [-4.678, -2.484, -8.540], [-3.749, -2.945, -7.607], [-3.150, -1.805, -6.963], [-6.127, -4.492, -9.141], [-5.193, -2.162, -11.251], [-6.806, -2.392, -10.567], [-6.101, -3.643, -11.523], [-4.210, -3.892, -9.948], [-5.565, -2.111, -8.026], [-4.123, -1.692, -9.043], [-2.563, -1.230, -7.679], [-2.423, -2.142, -6.225], [-3.780, -1.072, -6.461], [-5.824, -4.880, -8.259], [-6.982, -4.014, -8.895], [2.261, -2.575, -5.533], [2.263, -2.919, -4.062], [1.536, -4.165, -3.666], [1.425, -4.139, -2.258], [0.867, -5.332, -1.696], [3.658, -3.046, -3.745], [2.430, -1.538, -5.820], [1.341, -2.854, -6.046], [3.035, -3.154, -6.037], [1.890, -2.012, -3.586], [2.044, -5.070, -4.002], [0.539, -4.244, -4.099], [0.651, -5.244, -0.631], [1.624, -6.113, -1.759], [-0.062, -5.601, -2.198], [4.077, -2.133, -3.639], [3.732, -3.383, -2.796], [3.015, 6.699, -5.194], [2.443, 7.681, -4.116], [3.345, 7.910, -2.906], [3.543, 6.702, -2.163], [3.816, 6.907, -0.790], [2.184, 8.946, -4.845], [3.925, 7.100, -5.639], [2.387, 6.394, -6.032], [3.373, 5.754, -4.786], [1.516, 7.284, -3.703], [2.903, 8.728, -2.337], [4.298, 8.240, -3.320], [4.002, 5.958, -0.287], [2.946, 7.351, -0.307], [4.599, 7.628, -0.554], [2.978, 9.144, -5.437], [1.976, 9.746, -4.265], [-9.144, -1.506, 3.361], [-9.078, -2.873, 4.005], [-8.319, -2.919, 5.392], [-6.921, -2.494, 5.454], [-6.023, -3.182, 4.565], [-10.428, -3.388, 4.149], [-9.555, -1.552, 2.353], [-8.164, -1.034, 3.292], [-9.804, -0.818, 3.889], [-8.610, -3.563, 3.303], [-8.404, -3.931, 5.788], [-8.854, -2.298, 6.111], [-6.105, -4.269, 4.558], [-5.002, -2.960, 4.875], [-6.111, -2.810, 3.544], [-10.491, -4.342, 4.476], [-10.874, -2.851, 4.880], [7.698, 2.868, 2.139], [8.658, 1.655, 2.230], [7.976, 0.456, 2.877], [7.781, 0.678, 4.287], [7.030, -0.379, 4.907], [9.012, 1.272, 0.859], [6.859, 2.699, 1.463], [8.145, 3.764, 1.710], [7.143, 3.236, 3.003], [9.543, 1.968, 2.784], [8.532, -0.442, 2.608], [7.031, 0.291, 2.360], [6.166, -0.707, 4.330], [6.777, -0.019, 5.904], [7.676, -1.255, 4.966], [9.357, 0.327, 0.945], [9.899, 1.730, 0.710]]}